Record 1
DFT (ωB97M-V/def2-TZVPD) results for a 10-piece molecular cluster, C14H48N8O10 overall in a non-equilibrium geometry.

Output
ΔE to the lowest compared entry with this formula, charge and spin (eV): 5.473
HOMO (eV): -9.215
Multiplicity: 1
DFT total energy (a.u.): -1752.53153
SMILES: NC(N)=O.NC(N)=O.NC(N)=O.NC(N)=O.CCO.CCO.CCO.CCO.CO.CO
HOMO-LUMO gap (hartree): 0.326
LUMO (eV): -0.4
F_max (eV/Å): 11.046

Geometry (Å):
1 O -0.21 1.52 1.65
2 O 3.60 -0.55 1.17
3 O 1.28 -0.70 2.81
4 O -1.04 -1.14 -0.53
5 O -4.22 0.87 -0.16
6 O -0.31 1.68 -1.49
7 O -3.71 -2.28 -2.51
8 O -0.99 -0.57 -4.21
9 O -2.91 0.72 4.49
10 O 4.45 -2.48 -1.88
11 N 2.82 -0.97 -2.47
12 N -2.91 -0.10 -2.24
13 N -0.66 0.37 4.69
14 N -1.52 -0.45 3.01
15 N 4.49 -0.26 -1.25
16 N 1.92 1.66 -2.31
17 N 1.69 1.21 -0.32
18 N -4.91 -0.25 -3.15
19 C -1.75 0.19 4.11
20 C 1.70 -1.80 3.60
21 C 4.58 -0.52 2.17
22 C 0.71 -2.24 -4.60
23 C -3.89 -0.91 -2.60
24 C -0.26 -1.63 -3.60
25 C -0.58 3.84 1.06
26 C -3.35 1.88 0.35
27 C 3.91 -1.21 -1.89
28 C -0.55 -2.30 0.07
29 C -4.20 2.65 1.42
30 C -0.54 2.78 2.15
31 C 0.99 -2.50 -0.16
32 C 1.04 1.51 -1.37
33 H 1.41 -1.42 -4.82
34 H 1.59 -1.61 0.06
35 H -1.66 -0.26 -3.59
36 H 1.53 1.99 -3.19
37 H 5.46 -0.51 -0.98
38 H -5.75 -0.88 -3.39
39 H -0.67 4.84 1.46
40 H -2.80 0.93 -2.35
41 H 0.38 3.68 0.58
42 H 2.51 0.69 -0.25
43 H 4.42 0.75 -1.42
44 H -5.03 3.14 0.95
45 H -1.55 2.73 2.59
46 H 1.22 -3.08 -4.08
47 H -0.63 0.84 5.63
48 H 1.89 -0.45 2.06
49 H 2.64 -1.59 4.13
50 H -0.64 -0.43 -0.07
51 H 0.21 -1.21 -2.78
52 H -5.18 0.78 -3.05
53 H -0.62 -0.95 2.83
54 H 4.04 -0.59 0.27
55 H 0.11 2.99 2.98
56 H -1.35 3.67 0.26
57 H 1.41 -3.31 0.36
58 H -2.47 1.43 0.77
59 H 0.25 -0.03 4.37
60 H -1.16 -3.15 -0.30
61 H 0.16 -2.75 -5.37
62 H -0.62 -2.18 1.16
63 H -3.66 3.42 1.85
64 H -2.34 -0.70 2.47
65 H -4.60 1.97 2.17
66 H 1.01 1.11 0.50
67 H 0.90 -2.02 4.28
68 H -0.86 -2.39 -3.17
69 H 2.30 -1.62 -3.02
70 H -2.13 -0.57 -1.75
71 H 5.09 -1.47 2.52
72 H 5.37 0.16 1.96
73 H 4.08 -0.07 3.05
74 H 1.79 -2.70 2.99
75 H -3.76 0.36 -0.83
76 H -3.08 2.60 -0.42
77 H 2.92 1.71 -2.26
78 H -0.42 0.91 2.37
79 H 1.27 -2.76 -1.17
80 H 2.33 -0.03 -2.39

***

Record 2
DFT (ωB97M-V/def2-TZVPD) results for a 8-piece molecular cluster, C14H48NO9PSi overall in a non-equilibrium geometry.

Output
HOMO (eV): -7.974
Multiplicity: 1
DFT total energy (a.u.): -1924.68100
SMILES: CCOCCCCC[SiH2]P(N)O.CO.CO.CO.CO.CO.CO.CO
HOMO-LUMO gap (hartree): 0.306
LUMO (eV): 0.4
F_max (eV/Å): 2.972

Geometry (Å):
1 P -0.49 2.32 -0.88
2 Si -2.31 1.41 -0.03
3 O 2.99 -4.84 -1.94
4 O 0.09 1.15 -2.08
5 O -5.42 -0.30 1.02
6 O 0.18 5.68 -1.73
7 O 5.97 -0.95 3.01
8 O -4.01 -2.80 3.00
9 O -1.47 8.88 -2.05
10 O 3.30 -1.70 -0.14
11 O -1.31 -4.27 -2.63
12 N 0.84 2.41 0.32
13 C 1.79 -4.60 -2.66
14 C -2.32 -0.53 -0.34
15 C 2.26 -1.31 0.85
16 C 6.24 -2.22 3.57
17 C 0.41 6.68 -0.76
18 C -1.11 -1.13 0.60
19 C 4.32 0.68 -0.30
20 C 4.54 -0.92 0.04
21 C -2.27 -5.28 -2.37
22 C -6.33 -1.06 0.24
23 C -0.10 -2.17 -0.21
24 C -3.16 -2.25 3.99
25 C 1.13 -2.51 0.88
26 C -1.52 10.19 -2.60
27 H -6.25 -0.75 -0.81
28 H -1.55 -1.75 1.50
29 H 0.90 3.38 0.75
30 H -3.56 2.02 -0.46
31 H -6.08 -2.12 0.32
32 H 0.65 4.88 -1.44
33 H -1.76 -3.58 -3.14
34 H 0.42 -1.68 -1.15
35 H -3.60 -2.39 4.98
36 H -0.66 -3.17 -0.54
37 H 0.94 -4.64 -1.98
38 H -3.33 -0.97 0.12
39 H -2.53 10.39 -2.97
40 H -4.11 -3.75 3.20
41 H -0.41 -0.25 1.00
42 H -1.26 10.91 -1.82
43 H 1.85 -3.61 -3.14
44 H 3.06 -4.14 -1.27
45 H -7.35 -0.88 0.59
46 H -2.17 1.54 1.45
47 H 1.80 -0.26 0.57
48 H 5.30 -1.33 -0.77
49 H 1.68 -5.37 -3.43
50 H -1.80 -6.08 -1.79
51 H 5.02 -1.01 1.10
52 H 7.06 -2.13 4.29
53 H 6.54 -2.91 2.77
54 H -2.25 -0.81 -1.48
55 H 2.74 -1.23 1.94
56 H 4.06 1.32 0.65
57 H -0.11 7.60 -1.05
58 H -3.03 -1.19 3.80
59 H 5.35 1.10 -0.71
60 H -1.70 8.26 -2.76
61 H -5.52 -0.60 1.94
62 H 0.04 6.35 0.21
63 H -2.18 -2.75 3.94
64 H 0.67 1.78 1.15
65 H -3.10 -4.85 -1.79
66 H 5.34 -2.61 4.07
67 H 1.56 -3.59 0.73
68 H -0.77 0.83 -2.50
69 H 5.71 -0.37 3.74
70 H 0.60 -2.47 1.94
71 H 1.49 6.88 -0.69
72 H -0.80 10.26 -3.42
73 H -2.65 -5.68 -3.31
74 H 3.54 0.82 -1.16

***

Record 3
DFT (ωB97M-V/def2-TZVPD) results for a 10-piece molecular cluster, C14H48O10 overall in a non-equilibrium geometry.

Output
ΔE to the lowest compared entry with this formula, charge and spin (eV): 3.923
HOMO (eV): -9.576
Multiplicity: 1
DFT total energy (a.u.): -1314.41467
SMILES: CCO.CCO.CCO.CCO.CO.CO.CO.CO.CO.CO
HOMO-LUMO gap (hartree): 0.368
LUMO (eV): 0.4
F_max (eV/Å): 2.824

Geometry (Å):
1 O -3.21 0.70 3.50
2 O 2.00 0.07 -1.04
3 O -0.61 -3.19 -0.36
4 O 0.28 -0.17 1.20
5 O 0.19 -2.95 2.06
6 O -2.28 1.33 -3.10
7 O 2.14 0.30 3.42
8 O 0.71 1.84 -2.87
9 O 2.58 4.57 -2.58
10 O -0.27 4.76 -0.97
11 C -1.70 -4.08 -0.64
12 C 1.55 -3.10 1.88
13 C -4.27 -1.44 4.24
14 C 2.17 -3.22 3.29
15 C -1.23 5.67 -0.39
16 C -4.41 -0.17 3.49
17 C -0.91 0.65 1.55
18 C -1.82 -4.25 -2.14
19 C 1.58 0.77 4.68
20 C 3.65 3.69 -2.24
21 C 1.36 1.97 -4.11
22 C 2.76 -1.12 -1.22
23 C -2.50 1.02 -4.42
24 C 3.01 -1.52 -2.71
25 H -1.80 -3.33 -2.63
26 H 3.39 -0.77 -3.37
27 H 1.18 1.08 -4.70
28 H -0.94 1.29 0.71
29 H 2.40 2.20 -4.13
30 H 2.50 1.04 5.32
31 H 2.11 -2.34 3.93
32 H -0.81 1.12 2.50
33 H 1.91 4.71 -1.83
34 H -5.24 0.46 3.79
35 H -2.70 -4.81 -2.36
36 H -4.61 -0.49 2.45
37 H 0.98 1.69 4.63
38 H 3.25 -3.32 3.15
39 H -2.57 -3.60 -0.28
40 H 0.27 -1.05 1.61
41 H -3.37 -1.97 3.89
42 H -0.77 6.58 0.06
43 H -0.70 -2.40 -0.88
44 H -1.56 -5.01 -0.09
45 H 1.73 -4.00 1.32
46 H 2.32 -2.00 -0.69
47 H 3.77 -2.30 -2.71
48 H -1.84 0.04 1.66
49 H -1.39 1.41 -2.85
50 H -3.27 1.61 -4.92
51 H 4.26 3.72 -3.13
52 H -0.92 -4.74 -2.54
53 H 1.47 0.14 2.74
54 H 3.25 2.68 -2.00
55 H 1.47 -0.01 -0.23
56 H -4.15 -1.41 5.32
57 H 2.14 -1.89 -3.15
58 H -0.22 -3.19 1.20
59 H 1.15 1.23 -2.28
60 H 3.71 -0.86 -0.78
61 H -5.06 -2.10 4.01
62 H -3.37 1.43 4.09
63 H 1.04 0.06 5.26
64 H 4.33 4.10 -1.46
65 H -1.76 5.24 0.51
66 H -2.85 0.03 -4.51
67 H -1.89 5.99 -1.18
68 H -0.78 4.08 -1.43
69 H 1.94 -2.25 1.30
70 H -1.56 1.10 -5.01
71 H 1.89 -4.09 3.86
72 H 0.88 2.78 -4.66